Entry 1:
{"formula": "C14H29BN2O6PSi", "method": "the ωB97M-V functional and the def2-TZVPD basis", "symbols": ["C", "P", "C", "C", "O", "O", "B", "C", "O", "N", "O", "O", "C", "C", "C", "O", "Si", "C", "C", "C", "H", "H", "H", "H", "H", "H", "H", "H", "H", "H", "H", "H", "H", "H", "H", "H", "H", "H", "H", "H", "H", "H", "H", "H", "N", "C", "C", "C", "C", "H", "H", "H", "H", "H"], "xyz": [[2.93117, -0.37106, 3.08576], [4.00196, 0.58351, 1.94002], [3.57836, 2.38465, 2.09462], [3.84768, -0.05185, 0.15308], [5.06854, 0.28887, -0.42104], [3.71157, -1.42573, 0.35358], [2.31666, -1.80635, 0.00137], [2.02091, -3.38519, -0.26907], [2.84216, -4.29216, 0.52570], [2.68565, -4.01107, 1.89513], [1.73403, -4.52876, 2.35113], [1.86165, -0.85049, -1.02842], [2.64752, 0.29033, -0.79270], [1.84622, 1.56720, -0.60712], [0.78151, 1.42616, 0.47878], [-0.50676, 1.28490, -0.15281], [-1.65928, 0.51044, 0.78093], [-1.53674, -1.34812, 0.51921], [-1.36590, 0.82808, 2.62666], [-3.32595, 1.23193, 0.30794], [1.91177, -0.54704, 2.76189], [3.43997, -1.30974, 3.25463], [2.89188, 0.14179, 4.04682], [4.21357, 2.80032, 2.87131], [3.78454, 2.92884, 1.18214], [2.54905, 2.55133, 2.40613], [5.40450, -0.51176, -0.85754], [1.62940, -1.54052, 1.02478], [2.13363, -3.65538, -1.31943], [0.97680, -3.57448, -0.01876], [3.16205, 0.45168, -1.75764], [2.48898, 2.42980, -0.46133], [1.31647, 1.74676, -1.53809], [1.01040, 0.56086, 1.09795], [0.74757, 2.31560, 1.11180], [-0.68936, -1.54775, -0.13001], [-1.30379, -1.82579, 1.46837], [-2.45977, -1.76165, 0.12073], [-2.24931, 0.50432, 3.17112], [-1.14885, 1.86730, 2.85639], [-0.53243, 0.19994, 2.93191], [-4.11043, 0.94571, 1.00243], [-3.23850, 2.31692, 0.32927], [-3.59864, 0.95860, -0.70630], [-5.69566, 1.51518, -3.65598], [-6.30011, 0.41729, -4.20618], [-5.35744, -0.57130, -4.30663], [-4.13822, -0.05008, -3.79462], [-4.38034, 1.23789, -3.40021], [-6.14733, 2.39035, -3.46753], [-7.34212, 0.43384, -4.47603], [-5.52286, -1.55970, -4.70146], [-3.19317, -0.56169, -3.72202], [-3.73321, 1.97728, -2.96071]], "gap_ev": 6.7, "e_homo_ev": -4.253, "lumo_energy_ev": 2.5, "total_charge": -1}

***

Entry 2:
{"formula": "C14H29N3O4P", "method": "the ωB97M-V functional and the def2-TZVPD basis", "symbols": ["C", "P", "O", "C", "N", "C", "C", "N", "C", "N", "H", "H", "H", "H", "H", "H", "H", "H", "H", "H", "H", "C", "C", "O", "C", "H", "H", "H", "H", "H", "H", "C", "C", "O", "C", "H", "H", "H", "H", "H", "H", "C", "C", "O", "C", "H", "H", "H", "H", "H", "H"], "xyz": [[2.30977, 1.38275, 2.66402], [0.81104, 0.22689, 2.59643], [0.86376, -0.51972, 1.04533], [-0.78986, 1.22052, 2.55427], [-0.94322, 2.55631, 2.25368], [-2.35747, 2.77004, 2.35617], [-2.99643, 1.51607, 2.69429], [-1.96283, 0.52282, 2.83286], [-2.13841, -0.89129, 3.19817], [-2.63957, -1.74564, 2.10230], [2.58956, 1.64188, 1.60499], [3.13100, 0.81539, 3.17406], [2.01375, 2.33440, 3.18362], [0.25622, 0.02186, 0.49533], [-0.21301, 3.22908, 2.00428], [-2.80833, 3.76722, 2.15349], [-4.09076, 1.29191, 2.82802], [-2.87549, -0.95247, 4.05765], [-1.18337, -1.35210, 3.60092], [-2.18578, -2.65956, 2.13298], [-2.56483, -1.30544, 1.18551], [-7.33481, -1.32553, 3.17408], [-6.33901, -0.68117, 2.25017], [-5.63847, 0.24404, 2.62108], [-6.24151, -1.22318, 0.85044], [-7.29658, -0.83449, 4.14711], [-8.34205, -1.21894, 2.76742], [-7.09120, -2.38150, 3.30454], [-7.20048, -1.11204, 0.34124], [-5.94965, -2.27443, 0.87905], [-5.48499, -0.66461, 0.29753], [0.74947, 0.42914, -3.82786], [2.09054, -0.10596, -3.39313], [2.88486, -0.54328, -4.19485], [2.40621, -0.07540, -1.91862], [0.66044, 0.34454, -4.91127], [-0.05108, -0.15163, -3.36440], [0.66092, 1.48165, -3.55038], [1.68089, -0.67891, -1.36979], [2.39228, 0.95518, -1.55648], [3.40146, -0.48999, -1.75387], [7.72624, 0.42159, -4.58286], [6.67544, -0.06600, -3.61942], [6.46578, 0.50830, -2.56944], [5.89500, -1.29271, -4.00890], [8.20754, 1.31060, -4.17350], [8.48369, -0.35075, -4.72929], [7.26409, 0.68130, -5.53712], [6.57122, -2.14202, -4.12924], [5.35139, -1.10841, -4.93636], [5.17661, -1.52629, -3.22425]], "gap_ev": 7.1, "e_homo_ev": -10.826, "lumo_energy_ev": -3.7, "total_charge": 1}

***

Entry 3:
{"formula": "C14H29N4O", "method": "the ωB97M-V functional and the def2-TZVPD basis", "symbols": ["C", "C", "C", "C", "C", "C", "N", "N", "N", "C", "O", "C", "C", "C", "C", "N", "C", "C", "C", "H", "H", "H", "H", "H", "H", "H", "H", "H", "H", "H", "H", "H", "H", "H", "H", "H", "H", "H", "H", "H", "H", "H", "H", "H", "H", "H", "H", "H"], "xyz": [[2.61254, -2.40732, 0.53877], [3.71149, -1.67353, 1.30235], [3.85592, -0.18166, 0.99327], [4.00029, 0.16976, -0.50137], [2.89431, 1.09979, -1.06561], [1.93692, 0.35646, -1.99764], [0.53161, 0.80806, -1.97125], [-0.08247, 1.14174, -3.06190], [-1.31002, 1.48499, -2.77070], [-1.45176, 1.33838, -1.46164], [-2.50459, 1.57768, -0.74379], [-3.67428, 0.76892, -1.08976], [-3.44357, -0.72025, -0.96857], [-4.75474, -1.45542, -0.65453], [-5.12688, -1.34076, 0.82356], [-0.30471, 0.91288, -0.92948], [0.00046, 0.63393, 0.47687], [0.11313, 1.91134, 1.30387], [0.18026, 1.56989, 2.79682], [2.77613, -2.41540, -0.53742], [1.63326, -1.97186, 0.75382], [2.55855, -3.43997, 0.87792], [4.66461, -2.18093, 1.14967], [3.49217, -1.78146, 2.36613], [4.76535, 0.14758, 1.49525], [3.03783, 0.36990, 1.46363], [4.05320, -0.74329, -1.09345], [4.94634, 0.68398, -0.64709], [3.37223, 1.90673, -1.61380], [2.37145, 1.54607, -0.22628], [2.21863, 0.54191, -3.03009], [1.93575, -0.71897, -1.83317], [-3.97574, 1.01892, -2.10666], [-4.46168, 1.12162, -0.43225], [-2.73744, -0.96216, -0.16902], [-3.02814, -1.11743, -1.89652], [-5.56131, -1.08440, -1.28606], [-4.59461, -2.51057, -0.87043], [-4.32766, -1.76079, 1.43533], [-6.02554, -1.90878, 1.05178], [-5.28138, -0.30450, 1.12146], [0.94022, 0.09187, 0.50469], [-0.80242, 0.02205, 0.87857], [1.00709, 2.46788, 1.02279], [-0.73538, 2.56410, 1.10088], [1.19858, 1.31583, 3.08356], [-0.45280, 0.70912, 3.01463], [-0.17124, 2.39810, 3.40290]], "relative_energy_kcal_mol": 21.9, "smiles": "CCCCCCn1nnc(OCCCC)[n+]1CCC", "gap_ev": 10.9, "e_homo_ev": -14.266, "lumo_energy_ev": -3.4, "total_charge": 1}

***

Entry 4:
{"formula": "C14H29NbO12P", "method": "the ωB97M-V functional and the def2-TZVPD basis", "symbols": ["C", "C", "C", "C", "C", "Nb", "P", "O", "O", "O", "H", "H", "H", "H", "H", "H", "H", "H", "H", "H", "H", "H", "H", "H", "H", "H", "H", "C", "C", "O", "C", "O", "O", "H", "H", "H", "H", "C", "C", "O", "C", "O", "O", "H", "H", "H", "H", "C", "C", "O", "C", "O", "O", "H", "H", "H", "H"], "xyz": [[0.32826, -0.40127, 0.91562], [-0.19359, -0.26064, -0.52633], [0.51679, 0.85616, -1.28799], [0.35205, 2.26422, -0.71076], [0.85381, 3.35218, -1.68260], [-1.61918, 3.22219, -0.18416], [-2.76866, 2.63313, -2.52844], [-2.22603, 3.41114, -3.68414], [-4.38943, 2.77442, -2.49234], [-2.68407, 1.00799, -2.86744], [0.87455, -1.34253, 1.03234], [-0.48144, -0.39980, 1.65453], [0.99929, 0.41998, 1.19100], [-1.27668, -0.08841, -0.54513], [-0.01686, -1.21016, -1.05534], [1.59435, 0.58425, -1.31264], [0.19941, 0.86920, -2.34304], [0.97273, 2.30759, 0.19752], [1.07678, 2.91037, -2.66257], [1.76602, 3.82821, -1.30205], [0.14429, 4.18419, -1.87693], [-1.53418, 4.98876, -0.65026], [-3.28204, 3.83800, 0.31706], [-2.50770, 1.82149, 0.59079], [-1.12951, 3.67632, 1.50793], [-4.76409, 2.24612, -1.78276], [-1.91277, 0.87842, -3.42843], [1.26199, -4.57660, 4.01568], [1.84318, -4.60903, 2.60820], [1.97317, -3.21859, 2.31175], [2.03510, -2.52241, 3.46738], [2.27684, -1.36232, 3.54634], [1.76529, -3.33468, 4.51713], [1.59830, -5.38562, 4.65725], [0.17227, -4.53461, 4.01076], [2.83358, -5.06674, 2.58218], [1.20127, -5.07502, 1.86670], [-3.59668, -2.10941, -2.84984], [-3.79271, -2.90218, -4.13222], [-3.06723, -4.10770, -3.85926], [-2.99317, -4.26843, -2.51542], [-2.60423, -5.26010, -1.98002], [-3.42449, -3.16422, -1.88471], [-4.44047, -1.48865, -2.56881], [-2.70085, -1.49341, -2.86837], [-4.83808, -3.16220, -4.30684], [-3.38165, -2.42319, -5.01569], [3.59631, 1.23691, 2.21261], [4.70960, 1.97830, 2.93892], [4.58103, 3.30520, 2.42228], [3.30536, 3.47320, 1.96706], [2.84662, 4.50803, 1.61138], [2.66028, 2.29074, 1.97514], [3.11323, 0.45565, 2.79230], [3.91933, 0.83386, 1.25063], [4.54637, 2.00456, 4.01781], [5.70842, 1.60709, 2.72623]], "gap_ev": 6.5, "e_homo_ev": -4.533, "lumo_energy_ev": 1.9, "total_charge": -1}